[1]
Below is the molecule C4H10N2O at a distorted geometry, with properties calculated with wB97M-V/def2-TZVPD.

```
17
Properties=species:S:1:pos:R:3:forces:R:3:nbo_charge:R:1
N -0.43188 -0.74715 -2.37409 -1.1 -0.3 2.4 -0.838
C -0.59608 -1.13451 -0.87602 3.7 1.0 -1.6 -0.234
C -0.04438 0.19498 -0.15210 0.9 -2.3 0.9 -0.029
N 1.37128 0.37557 -0.55362 1.2 -0.5 2.2 -0.844
C -0.33969 0.12306 1.51536 0.6 2.6 -4.2 -0.545
C 0.12552 1.49494 2.14921 -1.5 -2.7 1.9 0.435
O -0.50393 2.50925 2.20635 -0.3 0.6 -1.2 -0.503
H 0.42948 -0.94890 -2.81180 1.2 -0.3 0.0 0.365
H -1.14206 -1.28161 -2.81325 -0.5 -0.4 -0.9 0.344
H -1.63660 -1.28496 -0.87790 -1.3 -0.1 1.0 0.194
H -0.02672 -2.12919 -0.55316 -1.1 2.1 -0.6 0.173
H -0.44002 1.00620 -0.72486 -1.5 0.6 0.5 0.218
H 1.98470 -0.18980 0.12405 -0.9 1.3 -1.4 0.344
H 1.62369 1.39083 -0.44428 -0.2 -1.5 0.0 0.365
H -1.40909 0.02037 1.39103 -0.4 0.1 1.1 0.237
H 0.15034 -0.76741 1.86691 0.2 -0.1 0.4 0.215
H 0.88543 1.36835 2.92815 1.1 0.0 -0.4 0.101
```
Positions in Å, forces in eV/Å.

- M (g mol⁻¹) = 102.14
- ΔE to the lowest compared entry with this formula, charge and spin (kJ/mol) = 319.2
- Kohn-Sham gap (eV) = 9.96
- SMILES = NC[C@H](N)CC=O
- HOMO level (eV) = -9.20
- calculated total energy (eV) = -9335.67949

---

[2]
Below is the molecule C4H10N2O at a distorted geometry, with properties calculated with wB97M-V/def2-TZVPD.

```
17
Properties=species:S:1:pos:R:3:forces:R:3:nbo_charge:R:1
C 1.20926 -0.32667 -2.23818 -1.9 2.9 -1.8 -0.612
C 0.32188 0.54418 -1.29062 0.2 -0.1 0.7 -0.424
C -0.46336 -0.36595 -0.28651 -0.4 -0.8 2.2 -0.138
N 0.02991 -1.74438 -0.15142 0.1 1.0 -0.7 -0.848
C -0.50920 0.32227 1.15500 3.7 -0.6 -1.1 0.671
N -0.91577 1.59552 1.04064 -1.3 2.0 0.4 -0.847
O 0.13617 -0.11486 2.10155 -1.7 -0.3 -0.2 -0.602
H 1.26009 0.23674 -3.22519 0.0 -0.7 0.9 0.201
H 0.61460 -1.21358 -2.40772 1.0 -0.6 0.0 0.240
H 2.23390 -0.33249 -1.89653 0.0 -0.9 0.3 0.221
H 0.98419 1.24040 -0.77692 0.4 -0.3 0.6 0.194
H -0.38739 1.30396 -1.66855 0.1 -0.9 -1.0 0.204
H -1.52571 -0.47836 -0.50500 0.0 0.3 -0.8 0.202
H -0.74132 -2.37720 -0.00190 0.3 0.0 0.4 0.369
H 0.74667 -1.79975 0.56158 -0.3 -0.2 0.2 0.383
H -0.59243 2.06436 0.21386 -0.5 -0.1 -0.3 0.391
H -0.95473 2.24253 1.82033 0.3 -0.6 0.2 0.394
```
Positions in Å, forces in eV/Å.

- M (g mol⁻¹) = 102.14
- ΔE to the lowest compared entry with this formula, charge and spin (kJ/mol) = 164.6
- Kohn-Sham gap (eV) = 9.99
- SMILES = CC[C@@H](N)C(N)=O
- HOMO level (eV) = -9.15
- calculated total energy (eV) = -9337.28163

---

[3]
Below is a 2-piece molecular cluster, C4H10N2O overall at a distorted geometry, with properties calculated with wB97M-V/def2-TZVPD.

```
17
Properties=species:S:1:pos:R:3:forces:R:3:nbo_charge:R:1
C -0.08651 1.23777 0.84827 1.8 -1.7 -0.4 -0.630
C -0.39449 -0.13185 0.16099 0.8 0.6 -1.1 0.265
C 0.00290 -0.06854 -1.35414 0.1 -1.1 0.2 -0.639
C -1.87370 -0.39834 0.40365 1.5 -0.5 0.6 -0.635
O 0.45960 -1.09499 0.79824 -0.7 1.2 1.2 -0.732
H 0.27944 1.83439 0.06330 0.6 1.3 -0.7 0.205
H -0.91111 1.72465 1.28180 -1.1 0.4 0.6 0.203
H 0.73350 1.11838 1.58731 -0.6 0.0 -0.4 0.232
H 0.08744 -1.07430 -1.85508 -0.1 0.6 0.8 0.202
H 0.97564 0.40443 -1.47465 0.0 0.1 0.0 0.210
H -0.72392 0.45107 -1.96020 -0.3 0.5 0.0 0.212
H -2.02286 -1.45933 0.47975 -0.6 -0.4 -0.3 0.215
H -1.91339 0.04364 1.36967 -1.2 -0.2 1.1 0.212
H -2.52406 0.13494 -0.25253 -0.4 0.1 -0.6 0.212
H 0.65743 -1.81407 0.22982 0.1 -0.9 -1.0 0.468
N 4.04958 -0.11069 -0.10100 -0.8 -0.6 -0.1 -0.001
N 3.20451 -0.79715 -0.22519 0.9 0.6 0.0 0.000
```
Positions in Å, forces in eV/Å.

- M (g mol⁻¹) = 102.14
- ΔE to the lowest compared entry with this formula, charge and spin (kJ/mol) = 82.8
- Kohn-Sham gap (eV) = 11.11
- SMILES = CC(C)(C)O.N#N
- HOMO level (eV) = -10.12
- calculated total energy (eV) = -9338.12934

---

[4]
Below is a 3-piece molecular cluster, C4H10N2O overall at a distorted geometry, with properties calculated with wB97M-V/def2-TZVPD.

```
17
Properties=species:S:1:pos:R:3:forces:R:3:nbo_charge:R:1
C -0.77017 0.06698 -1.35755 0.0 0.0 0.1 -0.731
C -2.11569 0.32134 -0.74718 -0.2 0.1 -0.2 0.519
C -2.19441 0.59578 0.73722 0.0 0.1 0.2 0.058
N -1.17391 0.54671 1.48453 -0.1 0.0 -0.2 -0.605
O -3.15371 0.32714 -1.37385 0.3 0.0 0.2 -0.501
H -1.39908 0.74854 2.45939 -0.1 0.0 -0.1 0.356
H -3.20519 0.84136 1.07920 0.1 -0.1 0.0 0.178
H -0.08354 0.88771 -1.14259 0.0 0.0 0.0 0.245
H -0.32782 -0.82480 -0.90636 0.0 0.0 0.0 0.250
H -0.87297 -0.06120 -2.43201 0.0 0.0 0.0 0.243
C 2.30185 -1.03968 0.13638 -0.1 0.3 -1.0 -0.285
N 1.79170 -0.31008 1.14668 0.0 0.3 0.2 -0.807
H 2.38810 0.21044 1.77647 -0.1 0.0 -0.2 0.365
H 0.81455 -0.03115 1.14707 0.2 -0.2 0.0 0.414
H 1.97763 -0.84165 -1.01597 0.0 -0.6 0.9 0.196
H 3.34423 -1.33480 0.25127 -0.2 0.0 -0.3 0.188
H 2.67845 -0.10264 -1.24270 0.3 0.2 0.5 -0.083
```
Positions in Å, forces in eV/Å.

- M (g mol⁻¹) = 102.14
- ΔE to the lowest compared entry with this formula, charge and spin (kJ/mol) = 535.4
- Kohn-Sham gap (eV) = 7.34
- HOMO level (eV) = -7.58
- calculated total energy (eV) = -9333.43885

---

[5]
Below is a 2-piece molecular cluster, C4H10N2O overall at a distorted geometry, with properties calculated with wB97M-V/def2-TZVPD.

```
17
Properties=species:S:1:pos:R:3:forces:R:3:nbo_charge:R:1
H 0.23981 1.10049 1.44415 0.1 0.0 -0.2 0.338
N 0.22855 1.96284 0.90305 0.0 0.0 0.2 -0.724
C -0.11453 1.79935 -0.30211 -0.1 -0.1 0.6 0.561
C -0.23316 2.97182 -1.23584 0.1 -0.2 -0.1 -0.670
O -0.46814 0.65501 -0.92907 -0.8 -1.9 0.0 -0.421
N -0.41726 -0.66340 -0.03942 0.0 1.5 -1.4 -0.519
H -1.25941 3.06287 -1.59113 0.0 0.0 0.0 0.229
H 0.41467 2.82180 -2.09856 0.0 0.0 -0.1 0.228
H 0.05666 3.87842 -0.71162 0.0 -0.1 0.0 0.240
H -1.14390 -0.49809 0.66580 0.1 0.1 0.2 0.363
H -0.75645 -1.58313 -0.50758 0.3 2.3 -0.3 0.421
C 0.96222 -1.98972 0.68717 -0.3 -3.1 0.9 -0.263
C 0.02351 -3.01055 0.68912 1.6 0.6 0.7 -0.600
H 1.72095 -1.98388 -0.08415 -0.3 0.4 -0.3 0.203
H 1.28588 -1.53471 1.61311 -0.4 0.4 0.0 0.205
H -0.00529 -3.75910 -0.08905 -0.1 0.2 -0.3 0.207
H -0.53411 -3.23000 1.58613 -0.2 0.1 0.1 0.201
```
Positions in Å, forces in eV/Å.

- M (g mol⁻¹) = 102.14
- ΔE to the lowest compared entry with this formula, charge and spin (kJ/mol) = 532.5
- Kohn-Sham gap (eV) = 9.43
- SMILES = [H]/N=C(/C)ON.C=C
- HOMO level (eV) = -8.56
- calculated total energy (eV) = -9333.46843

---

[6]
Below is a 2-piece molecular cluster, C4H10N2O overall at a distorted geometry, with properties calculated with wB97M-V/def2-TZVPD.

```
17
Properties=species:S:1:pos:R:3:forces:R:3:nbo_charge:R:1
C -1.32737 0.71974 -1.17564 0.4 -0.5 -0.4 -0.687
C -0.29795 0.58447 -0.08575 -1.8 0.4 2.7 0.355
C -1.18091 -0.11946 1.42668 0.6 1.3 -1.3 0.003
N -0.85160 0.45617 2.47765 0.1 -0.1 0.4 -0.588
O 0.46712 1.47578 0.28807 0.2 -0.6 -0.4 -0.697
H -0.08871 1.13169 2.28263 -0.1 -0.2 -0.1 0.364
H -2.01390 -0.82019 1.35460 0.1 -0.2 0.0 0.176
H -2.08864 1.44108 -0.87685 0.1 0.0 0.2 0.244
H -0.84869 1.09041 -2.08406 -0.1 0.0 0.0 0.225
H -1.81093 -0.23575 -1.38428 0.0 0.0 0.0 0.216
C 1.07362 -1.01408 -0.69488 -0.3 -0.3 1.0 -0.262
N 2.30506 -0.62491 -0.14593 -0.3 0.0 0.1 -0.802
H 2.46477 -1.00257 0.77977 0.0 0.0 -0.1 0.368
H 2.38256 0.38856 -0.10152 0.0 0.0 0.0 0.396
H 0.86777 -2.07689 -0.57302 0.1 -0.1 0.0 0.209
H 0.97232 -0.72577 -1.73851 -0.3 0.2 0.2 0.206
H -0.02451 -0.66828 0.25104 1.4 0.0 -2.0 0.272
```
Positions in Å, forces in eV/Å.

- M (g mol⁻¹) = 102.14
- ΔE to the lowest compared entry with this formula, charge and spin (kJ/mol) = 500.4
- Kohn-Sham gap (eV) = 8.80
- HOMO level (eV) = -8.05
- calculated total energy (eV) = -9333.80141

---

[7]
Below is a 2-piece molecular cluster, C4H10N2O overall at a distorted geometry, with properties calculated with wB97M-V/def2-TZVPD.

```
17
Properties=species:S:1:pos:R:3:forces:R:3:nbo_charge:R:1
C -1.50180 -2.49834 0.14971 0.8 2.2 1.3 0.291
C -1.30396 0.33155 -1.07137 -2.3 -2.2 0.8 -0.467
C 0.70997 0.33603 1.74640 5.4 1.2 -1.5 -0.223
C 1.50497 0.88832 -0.38947 1.0 2.1 -2.7 -0.446
N -0.68520 -0.13349 0.13738 1.7 0.4 -1.1 -0.408
N 0.54539 0.27347 0.44804 -3.3 -0.7 2.4 -0.067
O -0.66926 -2.80369 -0.64088 1.1 -1.3 -0.3 -0.521
H -2.48030 -2.32742 -0.16937 -2.5 -0.4 -0.7 0.084
H -1.02210 0.20734 -2.09707 1.3 -0.7 -0.6 0.187
H -2.25312 -0.31328 -0.96620 0.9 1.6 -0.8 0.206
H -1.54345 1.34919 -0.99829 -0.7 1.8 0.3 0.175
H -0.05451 0.30219 2.41420 -2.0 -0.4 1.5 0.205
H -1.36374 -1.98030 1.14329 0.6 -1.4 -0.2 0.129
H 1.75059 0.68133 1.97629 -1.3 -0.7 0.5 0.165
H 2.41146 1.26552 0.15202 -0.9 -0.9 -0.4 0.232
H 1.78276 0.35582 -1.35697 -0.5 0.2 1.5 0.235
H 0.97733 1.83166 -0.70317 0.6 -0.7 -0.1 0.222
```
Positions in Å, forces in eV/Å.

- M (g mol⁻¹) = 102.14
- ΔE to the lowest compared entry with this formula, charge and spin (kJ/mol) = 633.3
- Kohn-Sham gap (spin up / spin down) (eV) = 8.12 / 8.12
- HOMO level (spin up / spin down) (eV) = -7.38 / -7.38
- calculated total energy (eV) = -9332.42383

---

[8]
Below is the molecule C4H10N2O, with properties calculated with wB97M-V/def2-TZVPD.

```
17
Properties=species:S:1:pos:R:3:forces:R:3:nbo_charge:R:1
N -1.66082 0.00524 0.63026 0.2 0.3 0.2 -0.849
C -0.89051 -1.22969 0.59596 0.1 -0.3 0.1 -0.213
C 0.05020 -1.28404 -0.60289 0.0 0.3 0.1 -0.390
C 1.15273 -0.20184 -0.58805 0.0 -0.1 0.0 -0.488
C 0.70424 1.15021 -1.06288 -0.1 0.2 -0.1 0.065
N 0.54176 2.22267 -0.40077 0.1 -0.4 -0.2 -0.139
O 0.77238 2.01918 0.97183 0.0 0.5 0.2 -0.603
H -2.41390 -0.06512 1.30994 0.2 0.0 -0.1 0.357
H -1.05610 0.77572 0.92374 -0.3 -0.2 -0.1 0.367
H -1.60448 -2.05279 0.49790 0.1 0.0 0.0 0.190
H -0.30219 -1.42074 1.51731 -0.2 0.1 -0.2 0.157
H 0.53863 -2.25807 -0.60438 0.0 -0.1 0.0 0.207
H -0.55112 -1.20944 -1.51557 0.1 0.0 0.0 0.206
H 1.95151 -0.52016 -1.27018 -0.1 0.1 0.1 0.225
H 1.59680 -0.12410 0.40733 -0.1 0.0 -0.1 0.230
H 0.50210 1.27533 -2.12749 0.0 0.0 0.2 0.194
H 0.66878 2.91765 1.31795 0.0 -0.3 0.0 0.482
```
Positions in Å, forces in eV/Å.

- M (g mol⁻¹) = 102.14
- ΔE to the lowest compared entry with this formula, charge and spin (kJ/mol) = 270.4
- Kohn-Sham gap (eV) = 10.04
- SMILES = NCCC/C=N\O
- HOMO level (eV) = -9.09
- calculated total energy (eV) = -9336.18447

---

[9]
Below is the molecule C4H10N2O at a distorted geometry, with properties calculated with wB97M-V/def2-TZVPD.

```
17
Properties=species:S:1:pos:R:3:forces:R:3:nbo_charge:R:1
C 1.88530 1.46443 0.25247 0.3 -0.1 -0.2 -0.615
C 1.49350 0.14546 -0.39913 0.2 0.2 0.1 -0.215
N 0.74950 -0.74584 0.45858 -0.2 -0.5 0.0 -0.612
C -0.54086 -1.15477 0.32291 -0.2 0.8 0.4 0.677
O -0.97437 -2.10864 0.94010 0.0 -0.2 0.0 -0.633
C -1.50544 -0.30025 -0.51308 0.6 -0.9 -0.1 -0.316
N -2.68307 -0.01392 0.28811 -0.9 -0.5 0.0 -0.819
H 2.71672 1.88502 -0.30456 0.1 0.2 -0.2 0.210
H 1.07848 2.19011 0.24365 -0.2 0.0 0.2 0.213
H 2.25903 1.32260 1.26081 -0.2 -0.1 0.2 0.212
H 2.40075 -0.38998 -0.69101 -0.1 0.1 -0.2 0.194
H 0.90493 0.35416 -1.28471 0.1 -0.1 -0.3 0.200
H 1.29607 -1.37176 1.03190 -0.1 0.0 0.0 0.399
H -1.03222 0.60715 -0.88032 -0.1 0.1 0.1 0.185
H -1.70706 -0.95199 -1.37740 -0.1 0.2 -0.1 0.194
H -2.82783 -0.78786 0.93749 0.5 0.1 0.2 0.375
H -3.51343 -0.14391 -0.28581 0.1 0.5 -0.2 0.352
```
Positions in Å, forces in eV/Å.

- M (g mol⁻¹) = 102.14
- ΔE to the lowest compared entry with this formula, charge and spin (kJ/mol) = 92.3
- Kohn-Sham gap (eV) = 10.54
- SMILES = CCNC(=O)CN
- HOMO level (eV) = -9.61
- calculated total energy (eV) = -9338.03047

---

[10]
Below is a 2-piece molecular cluster, C4H10N2O overall at a distorted geometry, with properties calculated with wB97M-V/def2-TZVPD.

```
17
Properties=species:S:1:pos:R:3:forces:R:3:nbo_charge:R:1
C 1.62010 -0.50640 -0.51156 0.0 -0.2 1.9 0.070
C 2.82637 -0.37472 0.33512 2.7 -0.6 -1.7 -0.651
C -1.93191 1.07735 0.28036 1.0 0.0 -1.1 -0.651
C -2.07973 -0.31896 -0.28620 -0.5 1.2 -1.1 0.195
N 0.56408 -0.56445 0.17538 -2.8 -0.1 -3.4 -0.340
N -0.98127 -0.55526 -1.13463 4.1 -0.3 2.0 -0.454
O -2.35274 -1.25596 0.69595 0.5 -0.7 0.6 -0.715
H 1.90648 -0.49237 -1.53996 -1.1 0.0 -1.2 0.188
H 2.55589 -0.43404 1.34835 -0.2 0.8 1.4 0.232
H 3.54517 -1.25807 0.21000 -0.9 1.1 -0.3 0.222
H 3.36287 0.55364 -0.06492 -0.5 -1.1 1.2 0.226
H -2.06423 1.94478 -0.36366 -0.6 -0.3 -0.3 0.220
H -0.87408 1.10344 0.47327 0.4 0.3 0.7 0.230
H -2.46391 1.14834 1.17320 -1.0 0.4 1.4 0.215
H -2.81102 -0.44472 -1.08229 -1.2 0.3 0.3 0.192
H -0.93714 -1.55261 -1.24209 0.1 -0.8 -0.3 0.342
H -1.54484 -1.31353 1.23741 -0.3 0.0 -0.1 0.480
```
Positions in Å, forces in eV/Å.

- M (g mol⁻¹) = 102.14
- ΔE to the lowest compared entry with this formula, charge and spin (kJ/mol) = 474.2
- Kohn-Sham gap (spin up / spin down) (eV) = 9.55 / 9.54
- HOMO level (spin up / spin down) (eV) = -9.13 / -9.13
- calculated total energy (eV) = -9334.07224

---

[11]
Below is the molecule C4H10N2O at a distorted geometry, with properties calculated with wB97M-V/def2-TZVPD.

```
17
Properties=species:S:1:pos:R:3:forces:R:3:nbo_charge:R:1
C 0.76809 1.87159 0.48128 1.5 -0.5 1.9 -0.611
C -0.51215 1.11646 0.27498 -0.8 -1.3 0.2 -0.423
C -0.07146 -0.39727 0.35776 0.3 0.0 -2.4 -0.136
N -0.67048 -1.24496 1.34256 -1.4 0.6 0.4 -0.811
C -0.38593 -1.04238 -0.99496 -2.1 0.6 -0.7 0.683
N 0.69420 -1.38052 -1.73941 0.0 -3.5 -3.8 -0.820
O -1.50180 -1.11099 -1.50091 0.5 0.2 1.2 -0.611
H 0.68270 2.90938 0.39245 -0.5 1.8 0.5 0.212
H 1.48578 1.68617 -0.31926 -0.1 -0.7 -0.1 0.212
H 1.32236 1.59982 1.47069 -1.1 0.6 -1.6 0.196
H -1.34767 1.10193 1.06609 1.3 1.1 -1.0 0.209
H -0.92665 1.44873 -0.72855 0.1 -0.8 1.2 0.230
H 1.01992 -0.42162 0.40801 -0.1 0.0 0.5 0.189
H -1.68091 -1.17430 1.07881 0.8 -0.5 0.9 0.368
H -0.53473 -0.80384 2.26000 -0.4 -0.3 -0.3 0.357
H 1.26607 -2.05529 -1.30214 1.6 0.0 1.6 0.377
H 0.39265 -2.10290 -2.54741 0.2 2.8 1.7 0.379
```
Positions in Å, forces in eV/Å.

- M (g mol⁻¹) = 102.14
- ΔE to the lowest compared entry with this formula, charge and spin (kJ/mol) = 182.1
- Kohn-Sham gap (eV) = 10.50
- SMILES = CC[C@@H](N)C(N)=O
- HOMO level (eV) = -9.54
- calculated total energy (eV) = -9337.10060

---

[12]
Below is the molecule C4H10N2O at a distorted geometry, with properties calculated with wB97M-V/def2-TZVPD.

```
17
Properties=species:S:1:pos:R:3:forces:R:3:nbo_charge:R:1
C -0.64370 -1.72333 1.29315 -0.2 2.1 -2.4 -0.412
N 0.06370 -0.73560 0.32638 1.5 -1.2 3.2 -0.454
C 1.41548 -0.32842 0.91882 0.9 -0.9 -0.1 -0.433
C -0.63646 -0.10087 -0.63148 0.0 0.2 -1.3 0.665
O -1.39344 -0.64739 -1.45348 0.7 0.7 1.9 -0.616
C -0.37322 1.38590 -0.69949 -2.1 -1.1 -2.8 -0.316
N 0.08947 1.74414 -2.07152 -0.2 0.6 1.9 -0.822
H -0.54642 -1.19654 2.30225 -0.7 -1.3 -1.3 0.204
H -0.09618 -2.63926 1.17245 0.0 -0.6 0.7 0.206
H -1.67786 -1.84300 0.80090 1.4 0.1 1.4 0.239
H 2.35129 -0.87442 0.52139 -1.8 0.3 -0.2 0.207
H 1.78890 0.70593 0.89493 -1.0 0.0 -0.3 0.219
H 1.44907 -0.63695 1.97980 -0.4 0.3 -0.4 0.200
H 0.24213 1.79373 -0.00920 2.0 0.8 2.4 0.186
H -1.37779 1.82915 -0.55401 0.3 -0.2 0.2 0.195
H 0.02070 0.88573 -2.58689 -0.5 0.2 -0.8 0.371
H -0.67565 2.38119 -2.20400 0.2 0.1 -2.1 0.362
```
Positions in Å, forces in eV/Å.

- M (g mol⁻¹) = 102.14
- ΔE to the lowest compared entry with this formula, charge and spin (kJ/mol) = 287.0
- Kohn-Sham gap (eV) = 10.17
- SMILES = CN(C)C(=O)CN
- HOMO level (eV) = -9.37
- calculated total energy (eV) = -9336.01281